[1]
The following is a quantum chemistry calculation of C24H42Br2FIN2O3P as an isolated structure, from OMol25.

Each line ends with the Mulliken charge.
CARTESIAN COORDINATES (ANGSTROEM)
C  4.274  -0.583  3.046  -1.133
C  3.918  -1.621  1.941  0.140
C  3.138  -2.832  2.499  -1.087
C  2.144  -3.430  1.504  0.137
C  1.238  -4.512  2.121  -1.125
C  0.207  -5.100  1.126  -0.447
C  -1.138  -4.328  1.043  -2.461
C  -0.974  -2.971  0.387  1.008
C  -0.924  -1.770  1.110  1.019
C  -1.046  -1.940  2.616  0.177
F  -0.307  -1.043  3.354  -0.414
C  -2.517  -2.070  3.129  -1.087
C  -3.585  -2.209  2.029  -0.865
C  -0.801  -0.545  0.442  0.402
C  -0.726  0.798  1.180  -1.641
Br  1.051  1.127  1.966  0.034
C  -1.878  1.126  2.132  0.474
C  -1.587  2.488  2.831  -1.418
Br  -3.511  1.396  1.075  -0.103
C  -0.708  -0.566  -0.932  1.018
C  -0.587  0.696  -1.760  -2.032
C  0.879  1.106  -1.785  -0.168
N  1.720  0.566  -1.011  -0.340
N  -0.722  -1.727  -1.613  0.124
P  -0.532  -1.853  -3.452  0.019
O  -1.964  -1.405  -4.106  -0.447
O  0.606  -0.799  -3.925  -0.382
C  -0.871  -2.907  -0.978  0.312
I  -0.970  -4.718  -2.114  0.204
H  3.882  -0.863  4.026  0.338
H  5.358  -0.452  3.088  0.342
H  3.855  0.396  2.793  0.189
H  4.849  -1.917  1.451  0.453
H  3.290  -1.117  1.196  -0.166
H  2.587  -2.480  3.381  0.404
H  3.868  -3.575  2.838  0.343
H  1.590  -2.615  1.025  -0.277
H  2.706  -3.927  0.699  0.485
H  1.913  -5.342  2.364  0.591
H  0.795  -4.207  3.076  0.365
H  -0.003  -6.118  1.473  0.503
H  0.721  -5.206  0.169  0.229
H  -1.507  -4.259  2.068  0.417
H  -1.872  -4.952  0.530  0.789
H  -0.610  -2.910  2.840  -0.476
H  -2.593  -2.936  3.792  0.455
H  -2.795  -1.207  3.741  0.615
H  -3.668  -1.322  1.402  0.135
H  -4.552  -2.311  2.533  0.453
H  -3.453  -3.109  1.424  0.151
H  -0.790  1.571  0.420  0.683
H  -2.034  0.419  2.933  0.041
H  -0.974  3.149  2.221  0.340
H  -1.121  2.275  3.796  0.371
H  -2.550  2.948  3.062  0.483
H  -1.174  1.504  -1.316  0.730
H  -0.982  0.582  -2.771  0.552
H  1.208  1.892  -2.477  0.550
H  2.637  0.987  -1.153  0.259
H  -2.635  -1.957  -3.669  0.372
H  0.283  -0.164  -4.590  0.356
C  1.491  6.650  -4.450  -1.188
C  1.124  5.223  -4.086  -0.280
O  0.490  5.097  -2.822  -0.392
C  -0.733  5.797  -2.662  -0.374
C  -1.815  5.377  -3.643  -0.952
H  2.142  7.082  -3.689  0.321
H  2.008  6.674  -5.409  0.397
H  0.611  7.290  -4.530  0.275
H  2.036  4.627  -4.025  0.318
H  0.507  4.768  -4.869  0.349
H  -0.561  6.876  -2.712  0.340
H  -1.070  5.585  -1.647  0.346
H  -1.531  5.575  -4.677  0.272
H  -2.739  5.920  -3.441  0.405
H  -2.015  4.306  -3.557  0.173

Calculated values
Multiplicity   1
Net charge   +1
E_LUMO   -3.82 eV
DFT total energy   -7161.61930 Ha
E_HOMO   -11.770 eV
Orbital gap   7.9 eV
Strongest force on any atom   3.51 eV/Å

[2]
The following is a quantum chemistry calculation of a single C17H21N3O3S molecule, from OMol25.

Each line ends with the Mulliken charge.
CARTESIAN COORDINATES (ANGSTROEM)
N  6.581  -0.534  -5.171  -0.415
C  5.627  -0.834  -4.269  0.568
N  4.394  -0.499  -4.369  -0.742
C  3.673  -0.884  -3.276  -0.196
C  2.312  -0.676  -3.080  -0.762
C  1.715  -1.127  -1.921  -0.646
C  2.454  -1.791  -0.937  0.518
C  3.815  -2.017  -1.126  -0.546
C  4.411  -1.563  -2.280  0.763
S  6.079  -1.700  -2.776  -0.286
H  4.370  -2.545  -0.366  0.494
C  1.867  -2.317  0.328  0.569
O  2.440  -3.146  1.015  -0.732
N  0.650  -1.824  0.661  0.041
H  0.251  -1.040  0.164  0.198
C  0.004  -2.188  1.897  -0.842
C  -0.411  -0.962  2.714  -0.576
H  -0.436  -1.200  3.778  0.387
H  0.289  -0.140  2.532  0.361
O  -1.743  -0.527  2.425  -0.282
C  -1.969  0.136  1.289  0.260
O  -1.118  0.356  0.463  -0.735
C  -3.430  0.523  1.148  0.539
C  -4.031  1.015  2.468  -1.162
C  -3.427  2.357  2.870  -0.492
C  -3.652  3.391  1.772  -0.761
C  -3.031  2.916  0.462  -0.509
C  -3.611  1.568  0.044  -1.116
H  -3.118  1.223  -0.866  0.352
H  -4.678  1.676  -0.163  0.466
H  -1.951  2.819  0.583  0.280
H  -3.213  3.650  -0.325  0.354
H  -3.214  4.347  2.065  0.350
H  -4.725  3.543  1.633  0.321
H  -2.355  2.237  3.043  0.264
H  -3.880  2.697  3.804  0.361
H  -3.861  0.274  3.250  0.420
H  -5.109  1.130  2.335  0.493
H  -3.941  -0.404  0.853  0.317
H  -0.886  -2.799  1.699  0.313
H  0.723  -2.792  2.458  0.441
H  0.655  -0.970  -1.797  0.443
H  1.744  -0.167  -3.842  0.437
H  7.461  -1.017  -5.123  0.236
H  6.273  -0.196  -6.067  0.254

Calculated values
Multiplicity   1
SMILES   Nc1nc2ccc(C(=O)NCCOC(=O)C3CCCCC3)cc2s1
Net charge   0
E_LUMO   0.63 eV
DFT total energy   -1448.66439 Ha
E_HOMO   -8.168 eV
Orbital gap   8.8 eV
Strongest force on any atom   0.99 eV/Å
ΔE to the lowest compared entry with this formula, charge and spin   0.00 kcal per mole

[3]
The following is a quantum chemistry calculation of a 7-piece molecular cluster, C39H36ClF6O4P overall, from OMol25.

Each line ends with the Mulliken charge.
CARTESIAN COORDINATES (ANGSTROEM)
C  -1.334  -1.029  -6.242  -0.816
C  -0.304  -1.553  -5.532  -0.328
C  -0.587  -2.373  -4.306  -0.400
O  0.656  -2.861  -3.762  0.011
P  0.826  -2.939  -2.201  0.950
O  -0.403  -3.096  -1.429  -0.627
O  1.635  -1.641  -1.776  -0.325
O  1.803  -4.211  -2.025  -0.320
Cl  3.448  -3.950  -1.797  -0.014
H  -1.444  0.036  -6.414  0.261
H  -2.115  -1.697  -6.604  0.275
H  0.741  -1.448  -5.818  0.398
H  -1.250  -3.218  -4.529  0.358
H  -1.119  -1.744  -3.598  0.431
H  1.049  -1.162  -1.164  0.123
F  0.245  0.240  -0.065  -0.313
C  -0.384  -0.291  1.031  0.634
C  0.035  -1.511  1.507  -0.359
C  -0.594  -2.043  2.623  -0.881
C  -1.630  -1.346  3.234  -0.186
C  -2.036  -0.118  2.726  -0.455
C  -1.406  0.421  1.613  -0.562
H  0.846  -2.022  1.005  0.587
H  -0.274  -3.000  3.011  0.410
H  -2.124  -1.760  4.101  0.343
H  -2.845  0.428  3.193  0.444
H  -1.699  1.375  1.206  0.323
F  -3.948  -2.562  5.347  -0.358
C  -3.525  -2.617  6.629  0.494
C  -3.845  -1.578  7.478  -0.525
C  -3.406  -1.642  8.793  -0.299
C  -2.658  -2.725  9.232  -0.548
C  -2.348  -3.754  8.353  -0.274
C  -2.786  -3.709  7.037  -0.432
H  -4.424  -0.741  7.111  0.420
H  -3.651  -0.840  9.477  0.359
H  -2.316  -2.768  10.257  0.378
H  -1.763  -4.599  8.691  0.352
H  -2.564  -4.501  6.335  0.426
F  1.041  1.787  -4.961  -0.299
C  1.282  2.549  -3.873  0.443
C  1.525  1.925  -2.666  -0.625
C  1.773  2.716  -1.553  -0.117
C  1.769  4.100  -1.660  -0.741
C  1.519  4.699  -2.887  -0.276
C  1.275  3.922  -4.011  -0.672
H  1.517  0.845  -2.610  0.640
H  1.967  2.247  -0.597  0.327
H  1.961  4.711  -0.787  0.472
H  1.513  5.778  -2.974  0.427
H  1.084  4.365  -4.979  0.443
F  2.541  4.311  6.231  -0.328
C  2.329  3.602  5.102  0.378
C  1.520  2.485  5.161  -0.671
C  1.302  1.762  3.997  -0.071
C  1.897  2.161  2.808  -0.348
C  2.709  3.286  2.777  -0.367
C  2.930  4.023  3.933  -0.529
H  1.074  2.195  6.103  0.449
H  0.664  0.887  4.018  0.311
H  1.724  1.593  1.902  0.329
H  3.175  3.595  1.850  0.402
H  3.552  4.907  3.935  0.433
F  0.362  -6.053  -7.557  -0.318
C  1.625  -5.652  -7.300  0.422
C  2.569  -5.741  -8.303  -0.558
C  3.864  -5.321  -8.030  -0.237
C  4.195  -4.832  -6.774  -0.708
C  3.226  -4.758  -5.783  -0.042
C  1.926  -5.167  -6.044  -0.432
H  2.289  -6.130  -9.272  0.422
H  4.616  -5.377  -8.806  0.357
H  5.207  -4.509  -6.568  0.388
H  3.478  -4.380  -4.801  0.229
H  1.155  -5.110  -5.287  0.478
F  -2.759  3.092  2.205  -0.219
C  -2.655  4.186  1.413  0.507
C  -1.561  4.298  0.579  -0.378
C  -1.468  5.417  -0.237  -0.012
C  -2.450  6.397  -0.200  -0.765
C  -3.535  6.258  0.654  -0.232
C  -3.649  5.141  1.470  -0.783
H  -0.801  3.527  0.569  0.483
H  -0.622  5.517  -0.905  0.259
H  -2.370  7.268  -0.836  0.389
H  -4.301  7.022  0.687  0.360
H  -4.489  5.005  2.137  0.430

Calculated values
Multiplicity   1
SMILES   C=CCO[P@](=O)(O)OCl.Fc1ccccc1.Fc1ccccc1.Fc1ccccc1.Fc1ccccc1.Fc1ccccc1.Fc1ccccc1
Net charge   0
E_LUMO   -0.46 eV
DFT total energy   -3209.38708 Ha
E_HOMO   -8.483 eV
Orbital gap   8.0 eV
Strongest force on any atom   1.78 eV/Å